Computed, not measured: a structure of composition C61H66IrN4OP2Te at a distorted geometry, with ωB97M-V/def2-TZVPD.

Values from the calculation:
HOMO (spin up / spin down), eV: -11.86 / -11.95
Lowest unoccupied orbital energy (spin up / spin down), eV: -7.20 / -7.18
Multiplicity: 2
Relative energy (zero: lowest compared OMol25 entry of this formula, charge and spin), kJ/mol: 26.6
Gap between HOMO and LUMO (spin up / spin down), eV: 4.656 / 4.769
Total charge: +2

XYZ file:
```
136
Properties=species:S:1:pos:R:3:lowdin_charge:R:1
Ir -0.2161 -0.5981 0.2904 0.687
C -0.0019 1.6815 -2.5850 -0.254
N 0.3420 2.9996 -2.1274 -0.176
C 0.9621 3.0801 -0.8371 -0.237
P -0.3935 3.2218 0.5174 1.185
C -0.7709 5.0053 0.4118 -0.394
C -2.0347 5.4113 -0.0032 -0.086
C -2.3188 6.7616 -0.1538 -0.057
C -1.3451 7.7098 0.1164 -0.054
C -0.0804 7.3105 0.5323 -0.059
C 0.2085 5.9663 0.6796 -0.112
C 0.4064 3.0726 2.1164 -0.229
C 0.1071 3.9147 3.1760 -0.055
C 0.5134 3.6212 4.4674 0.045
C 1.2158 2.4240 4.7752 -0.034
C 1.5245 1.5556 3.7952 0.051
C 1.1681 1.8139 2.3781 -0.338
C -0.1421 4.1565 -2.7866 -0.235
C 0.6260 5.3220 -2.7967 -0.026
C 0.1663 6.4596 -3.4354 -0.066
C -1.0583 6.4591 -4.0893 -0.078
C -1.8110 5.2971 -4.1107 -0.068
C -1.3569 4.1556 -3.4691 -0.030
P -1.1743 0.5705 -1.5893 0.979
C -1.4541 -0.7724 -2.7991 -0.365
C -0.4414 -1.2144 -3.6503 -0.101
C -0.6589 -2.2864 -4.5025 -0.056
C -1.8764 -2.9492 -4.4990 -0.050
C -2.8830 -2.5354 -3.6377 -0.050
C -2.6734 -1.4573 -2.7940 -0.115
C -2.8322 1.3223 -1.4756 -0.376
C -3.3948 1.5608 -0.2232 -0.142
C -4.6746 2.0853 -0.1141 -0.065
C -5.4037 2.3678 -1.2596 -0.052
C -4.8619 2.1043 -2.5117 -0.048
C -3.5868 1.5757 -2.6214 -0.108
H 0.9132 1.0756 -2.5789 0.089
H -0.3799 1.7286 -3.6043 0.110
H 1.6033 3.9511 -0.7406 0.095
H 1.5431 2.1760 -0.6733 0.058
H -2.7973 4.6697 -0.2146 0.096
H -3.3013 7.0719 -0.4840 0.114
H -1.5686 8.7624 0.0048 0.116
H 0.6844 8.0499 0.7320 0.115
H 1.1947 5.6609 1.0128 0.115
H -0.4389 4.8303 2.9948 0.114
H 0.2985 4.3262 5.2607 0.133
H 1.5076 2.2153 5.7959 0.124
H 2.0952 0.6553 3.9901 0.129
H 0.5707 0.9601 1.9746 0.103
H 1.6011 5.3358 -2.3265 0.114
H 0.7789 7.3518 -3.4383 0.113
H -1.4153 7.3515 -4.5853 0.109
H -2.7664 5.2762 -4.6194 0.110
H -1.9744 3.2726 -3.4672 0.073
H 0.5220 -0.7203 -3.6634 0.097
H 0.1272 -2.6063 -5.1737 0.115
H -2.0409 -3.7890 -5.1605 0.117
H -3.8356 -3.0488 -3.6304 0.116
H -3.4810 -1.1213 -2.1549 0.090
H -2.8270 1.3176 0.6645 0.037
H -5.1030 2.2641 0.8639 0.113
H -6.3983 2.7869 -1.1823 0.116
H -5.4411 2.2921 -3.4059 0.118
H -3.1916 1.3349 -3.6012 0.120
C 1.7213 -8.9360 -1.4230 -0.036
C 1.6762 -7.4413 -1.2813 -0.249
C 2.4184 -6.6153 -2.1148 -0.004
C 2.3908 -5.2313 -1.9957 -0.307
C 3.1855 -4.3992 -2.9727 -0.084
C 1.6107 -4.6656 -0.9778 -0.373
Te 1.7781 -2.5439 -0.6686 1.518
N 1.7311 0.0191 0.2876 -0.190
C 2.5746 0.8620 0.6724 -0.460
O 2.3678 1.8434 1.6336 -0.022
C 3.9669 0.9649 0.1619 -0.152
C 4.9470 1.6317 0.9009 -0.013
C 6.2474 1.7019 0.4295 -0.061
C 6.5828 1.1243 -0.7860 -0.063
C 5.6100 0.4676 -1.5279 -0.064
C 4.3103 0.3922 -1.0591 -0.044
C 3.0683 -2.7310 1.0140 -0.403
C 4.3945 -2.9864 0.6745 -0.126
C 5.3803 -3.0258 1.6449 -0.061
C 5.0413 -2.8056 2.9705 -0.058
C 3.7223 -2.5566 3.3089 -0.042
C 2.7145 -2.5153 2.3458 -0.299
C 1.3042 -2.2681 2.8078 -0.079
C 0.8142 -5.4717 -0.1570 -0.296
C -0.0856 -4.9049 0.9107 -0.067
C 0.8640 -6.8494 -0.3218 -0.008
H 2.4666 -9.2432 -2.1537 0.080
H 0.7500 -9.3179 -1.7415 0.089
H 1.9571 -9.4037 -0.4666 0.088
H 3.0384 -7.0604 -2.8849 0.121
H 3.6382 -5.0347 -3.7314 0.083
H 3.9877 -3.8497 -2.4781 0.057
H 2.5465 -3.6722 -3.4768 0.059
H 4.6918 2.0829 1.8487 0.113
H 7.0032 2.2098 1.0142 0.111
H 7.5961 1.1940 -1.1586 0.112
H 5.8734 0.0139 -2.4747 0.110
H 3.5513 -0.1047 -1.6484 0.079
H 4.6660 -3.1452 -0.3611 0.086
H 6.4076 -3.2177 1.3652 0.115
H 5.8006 -2.8270 3.7409 0.113
H 3.4596 -2.3917 4.3481 0.117
H 1.2864 -1.5208 3.6034 0.073
H 0.8553 -3.1803 3.2039 0.090
H 0.6773 -1.9228 1.9798 -0.031
H -0.4722 -3.9241 0.6320 0.024
H 0.4637 -4.8067 1.8499 0.075
H -0.9297 -5.5707 1.0893 0.084
H 0.2536 -7.4790 0.3169 0.126
C -5.0034 -1.6413 4.2639 -0.060
C -3.9372 -2.4893 3.5781 -0.195
N -3.0498 -1.7420 2.6801 -0.067
C -1.9610 -0.9939 3.2940 -0.195
C -2.2644 0.4970 3.4336 -0.040
C -3.1610 -1.8150 1.3459 -0.387
C -4.4352 -2.3634 0.7604 0.027
N -2.2213 -1.4026 0.5449 -0.028
H -5.6813 -2.2913 4.8167 0.087
H -5.5865 -1.0723 3.5392 0.077
H -4.5618 -0.9481 4.9797 0.071
H -4.4049 -3.2981 3.0228 0.112
H -3.3085 -2.9573 4.3373 0.125
H -1.0693 -1.1042 2.6773 0.046
H -1.7622 -1.4345 4.2702 0.130
H -2.3490 0.9639 2.4493 0.041
H -1.4490 0.9819 3.9743 0.069
H -3.1868 0.6734 3.9838 0.077
H -4.3851 -3.4481 0.6535 0.106
H -4.5940 -1.9411 -0.2302 0.080
H -5.2996 -2.1161 1.3715 0.086
H -2.5079 -1.5499 -0.4142 0.004
```

Computed, not measured: a structure of composition C61H68BGe2NO4PtS4 at a distorted geometry, with ωB97M-V/def2-TZVPD.

Values from the calculation:
HOMO (spin up / spin down), eV: -1.97 / -2.46
Lowest unoccupied orbital energy (spin up / spin down), eV: 3.81 / 3.80
Multiplicity: 3
Relative energy (zero: lowest compared OMol25 entry of this formula, charge and spin), kJ/mol: 0.0
Gap between HOMO and LUMO (spin up / spin down), eV: 5.778 / 6.259
Total charge: -2

XYZ file:
```
142
Properties=species:S:1:pos:R:3:lowdin_charge:R:1
Pt -0.4954 3.3591 -0.6848 0.874
N 0.7943 5.8230 -0.1961 -0.007
C -0.1635 6.8546 0.1511 -0.281
C -1.5608 6.2390 0.1665 -0.134
C -1.9663 5.9631 -1.3123 -0.702
O -2.4874 6.8841 -1.9408 -0.015
O -1.7283 4.8175 -1.7799 -0.182
H 1.0486 5.2733 0.6162 0.056
H 1.6407 6.1837 -0.6178 0.083
H -0.1379 7.6369 -0.6115 0.112
H 0.0617 7.3209 1.1296 0.102
H -2.2761 6.9365 0.6108 0.106
H -1.5415 5.2969 0.7296 0.055
C -2.3429 1.9167 -5.7960 -0.055
C -3.0056 1.4701 -4.5252 -0.262
C -3.3490 2.3825 -3.5408 0.006
C -3.9709 1.9758 -2.3696 -0.203
C -4.4590 2.9959 -1.3928 -0.053
C -4.1792 0.6137 -2.1400 -0.170
C -3.8665 -0.3143 -3.1346 -0.238
C -4.1249 -1.7827 -2.9515 -0.032
C -3.3030 0.1322 -4.3191 -0.026
C -4.8765 0.1527 -0.9182 -0.227
C -6.2533 -0.0191 -1.0292 -0.048
C -6.9915 -0.5136 0.0271 -0.078
C -6.3370 -0.8589 1.1923 -0.048
C -4.9594 -0.6851 1.3191 -0.223
C -4.2107 -0.1631 0.2657 -0.166
Ge -2.2195 0.2768 0.4355 0.019
S -2.0356 2.3883 1.0317 0.146
S -0.9689 -0.5164 -1.2680 0.272
Ge 0.5447 -1.0301 0.4415 0.069
S 2.1593 0.2896 0.7522 0.303
S -1.2012 -0.9987 2.0020 0.312
C 1.4326 -2.8552 0.2223 -0.176
C 1.7722 -3.3470 -1.0342 -0.228
C 2.6085 -4.4544 -1.1535 -0.049
C 3.1242 -5.0743 -0.0335 -0.084
C 2.8048 -4.5800 1.2176 -0.051
C 1.9774 -3.4711 1.3510 -0.233
C 1.6952 -2.9346 2.7033 -0.162
C 0.4869 -3.2356 3.3310 -0.272
C -0.5053 -4.1753 2.7107 -0.052
C 0.1890 -2.6510 4.5523 -0.042
C 1.0732 -1.7797 5.1665 -0.269
C 0.6962 -1.0678 6.4340 -0.056
C 2.3062 -1.5623 4.5740 -0.008
C 2.6386 -2.1354 3.3554 -0.219
C 3.9707 -1.8416 2.7406 -0.063
C 1.2523 -2.7666 -2.2944 -0.182
C 1.9664 -1.7978 -2.9997 -0.209
C 3.2305 -1.2196 -2.4462 -0.034
C 1.4761 -1.3666 -4.2257 -0.007
C 0.3182 -1.8918 -4.7711 -0.272
C -0.1787 -1.4425 -6.1139 -0.050
C -0.3733 -2.8599 -4.0581 -0.030
C 0.0745 -3.2957 -2.8245 -0.253
C -0.7127 -4.3045 -2.0412 -0.033
C -4.3977 -1.1332 2.6165 -0.188
C -4.2047 -2.4970 2.8413 -0.240
C -4.3920 -3.4788 1.7200 -0.030
C -3.8504 -2.9334 4.1094 -0.027
C -3.6693 -2.0429 5.1551 -0.284
C -3.3146 -2.5146 6.5376 -0.061
C -3.8430 -0.6905 4.9079 -0.013
C -4.2135 -0.2230 3.6576 -0.224
C -4.4297 1.2367 3.4293 -0.038
H -2.5891 2.9535 -6.0175 0.072
H -2.6451 1.2892 -6.6362 0.069
H -1.2616 1.8410 -5.6826 0.080
H -3.1360 3.4324 -3.6787 0.113
H -4.3759 3.9964 -1.8083 0.077
H -3.8617 2.9643 -0.4821 -0.015
H -5.4938 2.7958 -1.1125 0.079
H -4.9782 -1.9634 -2.3000 0.070
H -3.2476 -2.2481 -2.5021 0.060
H -4.3124 -2.2592 -3.9141 0.075
H -3.0901 -0.5901 -5.0977 0.097
H -6.7341 0.2323 -1.9668 0.122
H -8.0620 -0.6513 -0.0644 0.094
H -6.8874 -1.2755 2.0293 0.119
H 2.8489 -4.8264 -2.1424 0.118
H 3.7793 -5.9314 -0.1350 0.092
H 3.2014 -5.0557 2.1061 0.116
H -0.0718 -4.7025 1.8643 0.074
H -1.3667 -3.6078 2.3634 0.024
H -0.8505 -4.9018 3.4468 0.078
H -0.7727 -2.8500 5.0007 0.104
H 0.2796 -1.7563 7.1699 0.067
H -0.0567 -0.3107 6.2157 0.081
H 1.5622 -0.5706 6.8673 0.066
H 3.0196 -0.9068 5.0567 0.111
H 4.7068 -1.6146 3.5092 0.072
H 3.8605 -0.9726 2.0900 -0.004
H 4.3270 -2.6658 2.1277 0.068
H 3.8574 -1.9930 -2.0037 0.081
H 2.9951 -0.5033 -1.6561 0.023
H 3.7893 -0.7059 -3.2261 0.071
H 2.0116 -0.5932 -4.7606 0.112
H 0.4511 -0.6486 -6.5085 0.072
H -1.1950 -1.0645 -6.0300 0.048
H -0.1841 -2.2749 -6.8213 0.075
H -1.2835 -3.2763 -4.4682 0.112
H -1.5113 -4.7332 -2.6455 0.073
H -1.1538 -3.8190 -1.1703 0.076
H -0.0707 -5.1063 -1.6768 0.076
H -5.4352 -3.5097 1.4024 0.077
H -4.0900 -4.4801 2.0218 0.073
H -3.7996 -3.1735 0.8592 0.083
H -3.7173 -3.9936 4.2840 0.109
H -3.1558 -3.5917 6.5528 0.070
H -4.1165 -2.2724 7.2386 0.074
H -2.4088 -2.0177 6.8834 0.062
H -3.6939 0.0187 5.7112 0.115
H -4.5181 1.7729 4.3711 0.076
H -5.3218 1.4069 2.8298 0.085
H -3.5849 1.6495 2.8767 -0.007
C 7.5118 0.9402 -1.2763 -0.044
C 7.4188 2.4717 -1.2116 -0.561
C 7.6219 3.0578 -2.6164 -0.058
C 8.5468 3.0017 -0.3206 -0.078
C 6.0373 2.8216 -0.6698 -0.192
C 5.8496 3.3243 0.6135 -0.049
C 4.5861 3.5815 1.1336 0.012
C 3.4948 3.3026 0.3428 -0.270
O 2.1893 3.4504 0.5847 0.026
B 1.4940 2.9552 -0.5614 -0.762
O 2.4636 2.5976 -1.5147 0.096
C 3.6665 2.7854 -0.9512 -0.241
C 4.9210 2.5515 -1.4657 0.054
H 8.4789 0.6229 -1.6667 0.076
H 6.7292 0.5398 -1.9152 0.077
H 7.3753 0.5216 -0.2818 0.090
H 8.6276 2.8314 -2.9709 0.075
H 7.4958 4.1392 -2.6000 0.086
H 6.9138 2.6398 -3.3257 0.070
H 9.5130 2.7232 -0.7390 0.075
H 8.4774 2.5784 0.6771 0.074
H 8.5022 4.0870 -0.2533 0.084
H 6.6990 3.5324 1.2495 0.089
H 4.4617 3.9531 2.1399 0.113
H 5.0174 2.1360 -2.4551 0.117
```